[1]
10
Properties=species:S:1:pos:R:3 method="wB97M-V/def2-TZVPD" e_tot_ev=-16544.9481 orbital_gap_ev=10.06 smiles="COO[PH2]=O" homo_ev=-10.006
H -0.7691 -0.4699 -1.1680
O -0.6998 0.6281 1.2974
P 0.2668 -0.9605 2.1334
O 0.1288 -1.8443 3.2738
H 0.3208 0.9215 -1.6634
O 0.2526 0.8183 0.3469
H 0.1913 -1.5500 0.9775
C -0.3946 0.6135 -0.8410
H -1.2814 1.3192 -0.9585
H 1.4450 -0.0867 2.2217

---

[2]
10
Properties=species:S:1:pos:R:3 method="wB97M-V/def2-TZVPD" e_tot_ev=-16546.8523 orbital_gap_ev="7.87 / 7.86" homo_ev="-9.236 / -9.221"
H 0.5728 -1.7675 0.6010
C -1.7934 0.4008 0.3130
P -0.3026 -0.0148 -0.1918
O 0.1471 0.4583 -1.6955
H -2.0547 1.4490 0.3468
O 2.3443 0.4297 0.0919
O -0.1310 -1.5544 -0.0311
H -2.2134 -0.3231 1.0136
H 2.2919 0.2080 1.0807
H 1.1389 0.7140 -1.5284

---

[3]
10
Properties=species:S:1:pos:R:3 method="wB97M-V/def2-TZVPD" e_tot_ev=-9305.3007 multiplicity=2 orbital_gap_ev="11.91 / 7.11" homo_ev="-11.509 / -11.461"
C 0.3974 0.0019 -1.3256
O -0.1958 0.5484 -0.2907
H -2.9198 -1.0822 0.1224
O -0.0884 -0.8323 -2.0324
H 1.4264 0.3787 -1.4664
H 1.2103 1.6909 1.1743
H -1.4997 -1.1163 -0.1120
H 2.1545 0.6305 1.5088
O -2.1449 -1.5535 0.4703
O 1.6600 1.3339 1.9513

---

[4]
13
Properties=species:S:1:pos:R:3 method="wB97M-V/def2-TZVPD" e_tot_ev=-31481.3744 orbital_gap_ev=10.47 homo_ev=-10.139
H -2.9660 -1.0712 1.1247
O -1.9043 -0.3971 -1.3490
H 1.5145 0.3996 -2.5714
C -1.8815 -1.0263 1.2946
O 2.5254 0.0425 0.6688
S -0.9710 -0.9517 -0.3903
O 1.9107 -0.1582 -1.8033
H 1.5575 2.5511 0.1803
O 0.0983 0.3656 0.1536
P 1.6885 0.4995 -0.3847
O 1.7206 2.0933 -0.6887
H -1.7726 -2.0735 1.7604
H -1.5199 -0.2736 2.0049

---

[5]
8
Properties=species:S:1:pos:R:3 method="wB97M-V/def2-TZVPD" e_tot_ev=-12449.4352 orbital_gap_ev="8.79 / 8.80" homo_ev="-9.369 / -9.350"
O 2.5749 0.4682 -0.0992
H -0.5042 1.2264 0.9200
H 0.2094 -1.4761 -1.1395
P 0.5470 -0.6861 -0.0448
C -0.7291 0.6031 0.0545
H -1.7311 0.1872 0.1334
H 0.2861 -1.5534 1.0107
H -0.6528 1.2308 -0.8350

---

[6]
8
Properties=species:S:1:pos:R:3 method="wB97M-V/def2-TZVPD" e_tot_ev=-12448.5517 multiplicity=3 orbital_gap_ev="6.69 / 8.01" homo_ev="-5.929 / -10.013"
H -0.1551 -2.0097 0.7789
C -0.2312 -1.1276 0.0540
H 0.6373 1.4407 0.7785
P 1.1783 -0.4056 -0.4665
H 0.7496 0.8312 -1.2108
H 0.9046 2.0385 1.0894
H -1.5725 0.0455 -0.8191
O -1.5110 -0.8129 -0.2043